Entry 1:
ORCA calculation (ωB97M-V with the def2-TZVPD basis set) on a single C17H25N7O molecule in a non-equilibrium geometry.

Computed properties:
Largest force on an atom   2.8 eV/A
Orbital gap   0.28601 hartree
E_tot   -1121.16458 a.u.
SMILES   CCOn1c(C)c2c(C)nnc(NNCc3cnn(CC)c3)c2c1C

Last column: Mulliken charge in e.
Geometry (Å):
O 2.88692 -3.71679 -1.14550  -0.339
N -2.64219 5.64668 0.19781  0.740
N 1.75639 -3.17059 -0.54117  0.225
N -0.85018 0.42311 -0.43199  -0.088
N -2.10647 -2.29041 1.62771  -0.840
N -2.05553 6.00198 1.37241  -1.002
N -1.60945 1.58285 -0.06579  -0.491
N -1.97063 -1.10617 1.03122  -0.494
C -1.48857 4.92031 1.82377  -0.603
C 0.04187 -1.80948 -0.00680  1.714
C -2.37195 4.32284 -0.12422  -0.118
C -0.10985 -3.05607 0.67552  0.902
C -2.36769 7.30959 -1.61989  -0.988
C 4.10107 -3.35842 -0.44842  -0.059
C 1.80075 -0.96466 -1.74056  -1.286
C 0.94503 -3.88471 0.32753  -0.418
C -0.93882 -0.81586 0.22720  -0.584
C -1.66078 3.83718 0.90273  0.132
C 1.16932 -5.33500 0.73367  -1.540
C 5.20320 -3.59861 -1.45945  -1.225
C -1.00997 2.45356 0.96495  -0.566
C -1.23157 -3.29221 1.48161  0.440
C -3.35190 6.57054 -0.69093  -0.499
C 1.21752 -1.92316 -0.74231  0.325
C -1.43581 -4.55235 2.27901  -1.185
H 4.24702 -3.96789 0.44187  0.306
H 1.17687 -5.39904 1.81103  0.388
H 0.06425 2.59880 0.79835  0.287
H 2.13682 -5.69871 0.36828  0.310
H 2.02395 -1.50781 -2.69036  0.296
H 5.26602 -4.67155 -1.69611  0.295
H -3.96117 7.26656 -0.10777  0.310
H 0.45109 -5.98707 0.27166  0.340
H -4.02790 6.01422 -1.36015  0.282
H -1.48036 -5.40055 1.55666  0.306
H -1.14454 2.03020 1.96035  0.352
H -2.59134 1.36549 0.14179  0.308
H -0.28792 0.44440 -1.27654  0.150
H -2.65135 3.85195 -1.04643  0.445
H -1.65597 6.59693 -2.02957  0.295
H 2.75915 -0.48588 -1.38897  0.228
H 1.07228 -0.17642 -1.97700  0.256
H 4.11955 -2.29561 -0.10664  0.302
H 5.02515 -3.01664 -2.38855  0.293
H -0.59462 -4.60054 2.96636  0.264
H -1.85511 8.07209 -1.02399  0.280
H -2.88503 7.78490 -2.44803  0.358
H 6.15088 -3.31190 -1.00532  0.402
H -0.92348 4.80087 2.74888  0.431
H -2.35495 -4.50095 2.85207  0.365

---

Entry 2:
ORCA calculation (ωB97M-V with the def2-TZVPD basis set) on a molecular structure, C17H25NNiO4S8.

Computed properties:
Largest force on an atom   0.5 eV/A
Multiplicity   3
Total charge   -2
Orbital gap (alpha / beta)   0.14405 / 0.15967 hartree
E_tot   -5712.40044 a.u.
<S²>   2.0216

Last column: Mulliken charge in e.
Geometry (Å):
Ni 0.35748 0.35002 1.24396  0.133
S 1.08093 2.09159 2.58144  -0.079
S -0.07398 3.70092 2.33060  -0.492
S -1.82168 1.29741 4.23779  -0.421
S -3.09820 0.89854 0.07824  1.039
S 0.91900 -2.53902 -1.70056  -0.116
S -0.12704 0.48246 3.59436  -0.299
S -1.01371 -0.04523 -3.13435  0.133
S -1.10900 -2.83062 -5.43077  -0.229
O 0.33540 1.84079 -0.68142  -0.767
O 1.69687 -0.92612 0.85561  -0.619
O -3.87656 1.17561 1.24808  -0.654
O -3.47288 -0.27229 -0.68484  -0.684
N -1.49164 0.95839 0.31476  -0.305
C -4.21929 2.92148 -1.62182  -0.713
C -0.86345 -3.38683 -3.71008  -0.382
C -1.56889 3.73180 -2.13730  -0.557
C 1.57054 -2.84511 2.29067  -1.497
C 3.07561 -0.91932 2.84196  -1.596
C -3.95121 3.97787 -2.48491  -0.392
C 3.58511 -2.36122 0.88095  -1.639
C -1.70348 -0.11882 -4.80880  -0.844
C -0.88617 1.81457 -0.52829  1.071
C 1.49301 -0.93336 -2.31005  -0.595
C -3.14083 2.29606 -1.02948  0.211
C 2.44832 -1.73167 1.70261  1.763
C -2.64000 4.37856 -2.73946  -0.594
C 0.74213 -0.33041 -3.48802  -0.818
C 0.60783 -3.41884 -3.26088  -1.002
C -2.28693 -1.46696 -5.21331  -0.698
C -1.84395 2.68514 -1.27749  0.500
H 0.71621 -2.39606 2.80108  0.281
H -4.77062 4.50183 -2.96328  0.386
H 2.11955 -3.46529 3.00824  0.396
H 4.21746 -1.56604 0.47716  0.380
H 4.20683 -3.02634 1.49073  0.412
H -5.23340 2.60660 -1.41163  0.440
H -0.54204 4.02403 -2.31392  0.496
H 3.16897 -2.92680 0.04656  0.264
H -1.41301 -2.69057 -3.08080  0.171
H 1.45512 -0.28811 -1.43253  0.026
H -2.50680 0.62252 -4.83384  0.437
H -0.94468 0.20292 -5.52545  0.407
H -1.31851 -4.37147 -3.59984  0.492
H 2.54603 -1.02110 -2.59302  0.489
H 2.31115 -0.51389 3.50609  0.281
H -2.46024 5.21058 -3.41026  0.379
H 0.92110 -4.45178 -3.10088  0.413
H 0.81045 -0.97438 -4.36587  0.329
H 1.21602 0.62426 -3.73119  0.497
H 1.26170 -3.01712 -4.03668  0.387
H -3.04005 -1.78140 -4.48927  0.335
H 3.75090 -1.54107 3.44089  0.456
H -2.78686 -1.36885 -6.18109  0.418
H 3.64178 -0.08266 2.42654  0.319
H 1.19621 -3.48111 1.48480  0.250

---

What did the second record say?
ORCA calculation (ωB97M-V with the def2-TZVPD basis set) on a molecular structure, C17H25NNiO4S8.

Computed properties:
Largest force on an atom   0.5 eV/A
Multiplicity   3
Total charge   -2
Orbital gap (alpha / beta)   0.14405 / 0.15967 hartree
E_tot   -5712.40044 a.u.
<S²>   2.0216

Last column: Mulliken charge in e.
Geometry (Å):
Ni 0.35748 0.35002 1.24396  0.133
S 1.08093 2.09159 2.58144  -0.079
S -0.07398 3.70092 2.33060  -0.492
S -1.82168 1.29741 4.23779  -0.421
S -3.09820 0.89854 0.07824  1.039
S 0.91900 -2.53902 -1.70056  -0.116
S -0.12704 0.48246 3.59436  -0.299
S -1.01371 -0.04523 -3.13435  0.133
S -1.10900 -2.83062 -5.43077  -0.229
O 0.33540 1.84079 -0.68142  -0.767
O 1.69687 -0.92612 0.85561  -0.619
O -3.87656 1.17561 1.24808  -0.654
O -3.47288 -0.27229 -0.68484  -0.684
N -1.49164 0.95839 0.31476  -0.305
C -4.21929 2.92148 -1.62182  -0.713
C -0.86345 -3.38683 -3.71008  -0.382
C -1.56889 3.73180 -2.13730  -0.557
C 1.57054 -2.84511 2.29067  -1.497
C 3.07561 -0.91932 2.84196  -1.596
C -3.95121 3.97787 -2.48491  -0.392
C 3.58511 -2.36122 0.88095  -1.639
C -1.70348 -0.11882 -4.80880  -0.844
C -0.88617 1.81457 -0.52829  1.071
C 1.49301 -0.93336 -2.31005  -0.595
C -3.14083 2.29606 -1.02948  0.211
C 2.44832 -1.73167 1.70261  1.763
C -2.64000 4.37856 -2.73946  -0.594
C 0.74213 -0.33041 -3.48802  -0.818
C 0.60783 -3.41884 -3.26088  -1.002
C -2.28693 -1.46696 -5.21331  -0.698
C -1.84395 2.68514 -1.27749  0.500
H 0.71621 -2.39606 2.80108  0.281
H -4.77062 4.50183 -2.96328  0.386
H 2.11955 -3.46529 3.00824  0.396
H 4.21746 -1.56604 0.47716  0.380
H 4.20683 -3.02634 1.49073  0.412
H -5.23340 2.60660 -1.41163  0.440
H -0.54204 4.02403 -2.31392  0.496
H 3.16897 -2.92680 0.04656  0.264
H -1.41301 -2.69057 -3.08080  0.171
H 1.45512 -0.28811 -1.43253  0.026
H -2.50680 0.62252 -4.83384  0.437
H -0.94468 0.20292 -5.52545  0.407
H -1.31851 -4.37147 -3.59984  0.492
H 2.54603 -1.02110 -2.59302  0.489
H 2.31115 -0.51389 3.50609  0.281
H -2.46024 5.21058 -3.41026  0.379
H 0.92110 -4.45178 -3.10088  0.413
H 0.81045 -0.97438 -4.36587  0.329
H 1.21602 0.62426 -3.73119  0.497
H 1.26170 -3.01712 -4.03668  0.387
H -3.04005 -1.78140 -4.48927  0.335
H 3.75090 -1.54107 3.44089  0.456
H -2.78686 -1.36885 -6.18109  0.418
H 3.64178 -0.08266 2.42654  0.319
H 1.19621 -3.48111 1.48480  0.250